[1]
# C2H7I2NSi

2 unconnected molecules or ions with the total composition C2H7I2NSi in a non-equilibrium geometry (ωB97M-V/def2-TZVPD, the OMol25 dataset).

The geometry in XYZ format:
```
13
Properties=species:S:1:pos:R:3:forces:R:3:nbo_charge:R:1
C -0.99917 0.24005 1.25336 1.4 -2.0 -2.4 -0.48
C 0.24987 1.70674 0.00749 2.9 3.7 0.9 -0.48
N -0.93772 1.05816 0.10033 -2.3 -1.0 -1.6 -0.26
Si 0.25904 -1.93119 -1.72314 0.1 0.7 1.8 0.59
I 2.57989 -1.06661 -1.85886 -0.5 -0.4 -0.2 -0.18
I -0.02948 -3.20090 0.43137 0.2 0.2 -0.8 -0.23
H -1.88177 -0.39995 1.23942 0.0 0.4 0.7 0.22
H -0.05596 -0.39739 1.24752 -1.0 0.1 0.1 0.20
H -0.73845 0.90452 1.99484 -0.5 1.2 2.8 0.21
H 0.80991 1.56937 0.98858 0.1 0.5 -1.0 0.15
H 0.94628 1.41398 -0.80369 -0.6 -0.2 0.1 0.23
H 0.14528 2.90288 -0.17763 0.0 -2.6 0.4 0.21
H -0.34773 -2.79966 -2.69958 0.2 -0.6 -0.8 -0.18
```
Forces are in eV/Å.

Results
**Orbital gap (spin up / spin down)**: 7.10 / 7.89 eV

***

[2]
# C2H12N2O3

4 unconnected molecules or ions with the total composition C2H12N2O3 (ωB97M-V/def2-TZVPD, the OMol25 dataset).

The geometry in XYZ format:
```
19
Properties=species:S:1:pos:R:3:forces:R:3:nbo_charge:R:1
C 0.22575 0.77632 1.64547 -0.3 -0.2 -0.4 -0.46
N 1.63057 0.44892 1.66089 0.0 -0.5 0.8 -0.49
C 2.21431 -0.11448 0.69305 0.3 0.7 0.0 0.28
N 1.84186 -0.38661 -0.61673 -0.8 0.0 0.4 -0.90
H -0.13981 1.31625 2.52138 0.7 0.1 0.2 0.20
H -0.34596 -0.16299 1.67141 -0.1 0.2 -0.5 0.20
H -0.02076 1.39467 0.78331 -0.4 -0.2 -0.2 0.19
H 3.23921 -0.44097 0.87541 0.1 0.1 0.0 0.15
H 0.95710 -0.08169 -1.05492 0.6 0.2 0.5 0.44
H 2.63565 -0.47842 -1.20612 0.3 -0.2 -0.6 0.39
O -3.19743 1.18798 -0.59817 -0.4 -0.4 0.0 -0.94
H -3.82807 1.82829 -0.92082 0.0 0.8 -0.2 0.48
H -3.76469 0.41202 -0.60043 0.2 -0.5 0.2 0.47
O 0.19222 -2.60244 -0.17566 0.1 0.1 0.1 -0.97
H 0.56670 -3.07806 0.56916 -0.1 -0.2 0.1 0.46
H 0.85406 -1.89970 -0.33902 -0.2 -0.3 -0.1 0.48
O -0.64644 0.52764 -1.55464 -0.2 -0.1 -0.1 -0.97
H -1.44213 0.35706 -1.02596 0.3 0.2 -0.2 0.51
H -0.97214 0.99620 -2.32760 0.0 0.0 0.0 0.48
```
Forces are in eV/Å.

Results
**Orbital gap**: 8.92 eV
**SMILES string**: C/N=C\N.O.O.O

***

[3]
# C19H46BN2O

3 unconnected molecules or ions with the total composition C19H46BN2O in a non-equilibrium geometry (ωB97M-V/def2-TZVPD, the OMol25 dataset).

The geometry in XYZ format:
```
69
Properties=species:S:1:pos:R:3:forces:R:3:nbo_charge:R:1
C 5.89585 1.54303 1.84661 0.1 -0.1 -0.6 -1.00
B 4.78163 0.85451 0.91724 0.5 -1.0 0.3 0.90
O 4.16911 1.70108 -0.08149 -0.8 0.3 0.6 -0.98
C 4.43552 -0.62538 1.11195 -1.0 1.0 -0.9 -1.02
C 2.97440 -0.97132 0.69230 0.8 -0.3 0.0 -0.42
C 1.91537 -0.47823 1.68301 0.6 0.4 0.0 -0.41
C 1.27135 0.88940 1.41772 -0.8 -0.2 -0.2 -0.21
C -0.02110 0.96997 2.23545 0.1 -0.3 -0.2 -0.60
C 0.89249 1.10756 -0.05083 0.6 0.1 0.5 -0.62
H 5.36772 2.11439 2.61504 0.1 0.2 0.1 0.21
H 6.59616 2.17715 1.29503 -0.1 0.4 0.1 0.19
H 6.46826 0.77953 2.36206 0.0 -0.2 0.2 0.22
H 3.54272 2.31284 0.33348 0.4 0.1 -0.3 0.46
H 5.08186 -1.16727 0.40103 0.6 -0.4 0.7 0.19
H 2.77745 -0.63886 -0.33641 -0.4 0.1 -0.1 0.16
H 2.89358 -2.05971 0.66965 -0.1 -0.2 -0.1 0.18
H 1.13890 -1.23046 1.82967 -0.3 0.0 -0.2 0.17
H 2.42448 -0.40029 2.64533 0.1 -0.1 0.2 0.21
H 1.93747 1.70047 1.71314 0.2 0.0 0.2 0.18
H -0.61179 0.09883 1.95154 -0.2 -0.1 0.1 0.19
H -0.62502 1.83601 1.97123 0.0 0.3 0.3 0.19
H 0.15967 0.89635 3.30559 0.0 0.2 0.2 0.20
H 0.28762 0.26695 -0.38195 -0.2 0.0 -0.3 0.19
H 0.36939 2.05640 -0.16074 -0.3 0.0 -0.1 0.18
H 1.80580 1.17314 -0.62942 0.1 -0.2 -0.4 0.23
C -4.08183 -0.41140 1.32483 0.0 0.0 0.0 -0.62
C -3.98781 -0.31876 2.84045 0.0 -0.1 -0.2 -0.22
N -4.62274 0.86826 3.38142 0.0 0.1 0.1 -0.45
C -4.27213 1.13122 4.76520 0.2 0.1 0.1 -0.21
C -4.69879 0.10988 5.82642 0.0 0.1 0.1 -0.63
C -6.01845 1.04944 3.03167 -0.1 0.0 -0.2 -0.21
C -7.00404 -0.07127 3.38726 -0.1 0.0 0.0 -0.64
H -3.70646 0.49992 0.85791 0.0 0.0 0.0 0.22
H -3.47690 -1.24590 0.96905 0.0 0.0 0.0 0.22
H -5.10523 -0.58063 0.98450 0.0 0.0 0.0 0.19
H -2.92771 -0.28949 3.10353 0.0 0.1 0.1 0.21
H -4.39084 -1.24653 3.27830 0.0 0.0 0.0 0.15
H -4.66416 2.11474 5.04024 -0.1 0.0 -0.1 0.19
H -3.18360 1.23354 4.80972 0.0 -0.1 -0.1 0.20
H -5.77031 0.14494 6.02166 0.0 -0.1 0.0 0.19
H -4.19480 0.33324 6.76943 0.0 0.0 0.0 0.21
H -4.42694 -0.90827 5.54707 0.0 0.0 0.0 0.21
H -6.07491 1.21648 1.95234 0.0 -0.1 0.0 0.19
H -6.36476 1.98676 3.47495 0.1 0.0 0.1 0.19
H -6.63202 -1.05345 3.09259 0.0 0.0 0.0 0.20
H -7.94679 0.08991 2.85905 0.0 0.0 0.0 0.21
H -7.23323 -0.09803 4.45173 0.1 -0.1 0.0 0.20
C 2.45853 -2.32313 -6.85427 0.0 0.0 -0.1 -0.61
C 1.85764 -1.08037 -6.21306 0.2 0.0 0.0 -0.21
N 1.36800 -1.31657 -4.87196 -0.2 -0.1 0.1 -0.46
C 0.52738 -0.24723 -4.36429 -0.2 0.1 0.0 -0.20
C 1.16541 1.13053 -4.16847 -0.1 0.1 0.2 -0.64
C 2.33710 -1.85669 -3.92596 0.2 -0.2 0.0 -0.22
C 3.63132 -1.07229 -3.68552 0.0 0.0 0.0 -0.64
H 1.75673 -3.15763 -6.81312 0.0 0.0 0.1 0.21
H 2.68855 -2.12436 -7.90282 0.0 0.0 0.0 0.20
H 3.38601 -2.62687 -6.36799 0.0 0.0 0.0 0.21
H 1.01238 -0.75673 -6.82793 -0.1 0.1 0.1 0.19
H 2.60060 -0.26738 -6.25498 0.0 0.0 -0.1 0.16
H 0.09145 -0.57425 -3.41682 0.1 0.0 0.0 0.20
H -0.32222 -0.13840 -5.04902 0.1 -0.1 -0.1 0.18
H 1.83813 1.14023 -3.31267 0.1 0.0 0.0 0.22
H 0.38516 1.86945 -3.97021 0.0 0.0 0.0 0.21
H 1.71059 1.46795 -5.05130 0.0 -0.1 0.0 0.20
H 2.60622 -2.86270 -4.26224 0.0 0.0 -0.1 0.18
H 1.83308 -2.01073 -2.96952 -0.1 0.1 0.0 0.21
H 4.10488 -0.76308 -4.62038 0.0 0.0 0.0 0.19
H 4.34478 -1.70250 -3.15235 0.0 0.0 0.0 0.22
H 3.47386 -0.18796 -3.07071 0.0 0.0 0.0 0.22
```
Forces are in eV/Å.

Results
**Net charge**: -1
**Orbital gap**: 4.14 eV

***

[4]
# C4H17N2O2

3 unconnected molecules or ions with the total composition C4H17N2O2 in a non-equilibrium geometry (ωB97M-V/def2-TZVPD, the OMol25 dataset).

The geometry in XYZ format:
```
25
Properties=species:S:1:pos:R:3:forces:R:3:nbo_charge:R:1
N 1.31103 -1.20086 -0.56287 1.1 1.9 -0.2 -0.70
C 0.83245 0.17894 -1.04467 -0.7 -0.2 1.0 -0.21
C 0.65350 1.10961 0.16685 -1.0 -1.4 0.0 -0.25
N -0.35404 0.48399 1.05763 0.2 0.1 0.3 -0.47
C -1.71078 0.81183 0.57637 0.5 -0.2 0.1 -0.43
C -0.21404 0.99275 2.44124 0.0 -0.8 -0.8 -0.42
H 2.30185 -1.00313 -0.46999 0.4 -0.7 0.5 0.42
H 1.23044 -1.86596 -1.32180 -0.4 -0.4 0.1 0.44
H 0.89450 -1.51014 0.34706 -0.4 -0.1 -0.5 0.49
H -0.10374 -0.03556 -1.54150 0.1 0.4 -0.3 0.25
H 1.61057 0.56640 -1.69623 -0.3 -0.1 -0.3 0.21
H 0.18444 2.05337 -0.11420 0.9 0.5 -0.5 0.22
H 1.64456 1.18715 0.62807 -0.4 0.5 0.4 0.21
H -1.98777 1.83804 0.82584 0.0 0.2 0.1 0.19
H -2.40912 0.14376 1.07522 -0.2 0.0 -0.2 0.21
H -1.78482 0.71137 -0.50799 -0.1 -0.2 0.1 0.20
H -0.89351 0.47759 3.11268 -0.5 0.0 -0.1 0.21
H -0.46019 2.06314 2.42189 0.6 0.0 0.6 0.19
H 0.76410 0.66832 2.80426 0.1 0.8 0.0 0.21
H -0.49225 -0.41315 -4.48001 -0.5 -0.1 -1.0 0.49
H 0.72776 0.48189 -4.14141 -0.5 -0.3 -0.2 0.48
O 0.10912 -0.17914 -3.79288 1.0 0.4 0.9 -0.97
H -0.44403 -3.29067 1.63083 -0.3 0.4 0.0 0.51
H -1.07197 -1.83938 1.38304 -0.1 -0.1 0.3 0.51
O -0.33805 -2.43018 1.20257 0.5 -0.5 -0.2 -0.98
```
Forces are in eV/Å.

Results
**Net charge**: +1
**Orbital gap**: 9.78 eV